P:
{
  "formula": "C6H8N2",
  "method": "the ωB97M-V functional and the def2-TZVPD basis",
  "symbols": ["C", "C", "C", "C", "C", "C", "N", "N", "H", "H", "H", "H", "H", "H", "H", "H"],
  "positions_angstrom": [[-0.47726, -1.94105, -0.35516], [0.77988, -1.54455, -0.15057], [0.02641, 0.55871, 0.88612], [1.33314, -0.35510, 0.49330], [2.27337, 0.49442, -0.36309], [-2.19994, 1.05871, 0.16499], [-1.38443, -0.94068, -0.33081], [-1.05772, 0.15657, 0.25036], [-0.94565, -2.89433, -0.47781], [1.76605, -0.57859, 1.44222], [1.99487, 1.54753, -0.10839], [2.09302, 0.34601, -1.52072], [3.40524, 0.24054, -0.26350], [-2.13855, 1.95899, 0.62788], [-2.44510, 1.30868, -0.86151], [-3.02334, 0.58414, 0.56669]],
  "orbital_gap_ev": [6.710, 7.436],
  "total_charge": 0
}

---

Q:
{
  "formula": "C6H8N2",
  "method": "the ωB97M-V functional and the def2-TZVPD basis",
  "symbols": ["C", "C", "C", "C", "N", "N", "C", "C", "H", "H", "H", "H", "H", "H", "H", "H"],
  "positions_angstrom": [[2.07421, 0.01729, -0.08691], [1.46203, 1.28262, -0.14210], [0.08383, 0.68458, 0.41112], [-1.39526, 0.99751, -0.01035], [-2.17148, 0.09188, -0.21598], [-1.37758, -0.98826, 0.23211], [-0.04864, -0.59627, -0.35818], [1.30176, -1.16768, 0.19912], [3.09591, -0.30686, -0.41896], [1.65890, 2.24698, -0.14117], [0.03374, 0.66938, 1.47892], [-1.87900, 1.94733, -0.05928], [-1.59847, -1.73029, -0.27052], [0.07007, -0.50692, -1.38399], [1.56514, -1.99095, -0.48344], [1.02948, -1.36229, 1.08927]],
  "smiles": "C1=C[C@H]2C=NN[C@@H]2C1",
  "orbital_gap_ev": 10.459,
  "total_charge": 0
}

---

Energy relative to the most stable one, in eV: P 1.556; Q 0.000

---

P:
{
  "formula": "C6H8N2",
  "method": "the ωB97M-V functional and the def2-TZVPD basis",
  "symbols": ["C", "C", "N", "C", "C", "N", "C", "C", "H", "H", "H", "H", "H", "H", "H", "H"],
  "positions_angstrom": [[1.58026, -1.94629, -0.00167], [0.56334, -1.10659, 0.12091], [-0.76745, -1.26130, 0.15550], [-1.33693, -0.08035, 0.14020], [-2.79614, 0.11488, -0.02063], [-0.53221, 1.05337, 0.40357], [0.62351, 0.63176, 0.04686], [1.81233, 1.50213, -0.09841], [2.59636, -1.62675, 0.16422], [1.41284, -2.96814, -0.30572], [-3.06167, 1.13844, 0.23745], [-3.09119, -0.08295, -1.05127], [-3.33772, -0.57631, 0.62364], [2.53738, 1.07380, -0.79033], [1.51264, 2.47045, -0.49764], [2.28463, 1.66387, 0.87332]],
  "smiles": "C=C1N=C(C)N=C1C",
  "orbital_gap_ev": 8.664,
  "total_charge": 0
}

---

Q:
{
  "formula": "C6H8N2",
  "method": "the ωB97M-V functional and the def2-TZVPD basis",
  "symbols": ["H", "N", "C", "C", "C", "N", "C", "C", "C", "H", "H", "H", "H", "H", "H", "H"],
  "positions_angstrom": [[1.26007, -1.75038, -1.66838], [0.37080, -2.02646, -1.15323], [-0.42768, -1.41096, -0.36640], [-1.32913, -2.34173, 0.31496], [-2.38151, -2.64080, 0.89656], [-0.53921, -0.01445, -0.07516], [0.37021, 1.10402, 0.11410], [-0.07914, 2.15377, 0.75056], [1.71660, 1.16498, -0.50379], [-3.27988, -3.08344, 1.18054], [-1.36308, 0.10427, 0.60219], [-1.21811, 2.17010, 1.05627], [0.75422, 3.01176, 0.86513], [2.55752, 1.97652, 0.02529], [2.00561, 0.06531, -0.34729], [1.58270, 1.51749, -1.69135]],
  "smiles": "[H]/N=C(/C#C)NC(=C)C",
  "orbital_gap_ev": 9.352,
  "total_charge": 0
}

---

R:
{
  "formula": "C6H8N2",
  "method": "the ωB97M-V functional and the def2-TZVPD basis",
  "symbols": ["N", "C", "C", "C", "N", "C", "C", "C", "H", "H", "H", "H", "H", "H", "H", "H"],
  "positions_angstrom": [[1.42953, 2.12488, 0.07103], [0.84633, 0.87057, 0.01851], [1.60405, -0.28159, -0.46584], [0.76595, -1.37409, -0.52397], [-0.42202, -0.85572, -0.24788], [-0.44703, 0.38463, 0.04105], [-1.96549, 0.33034, 0.57392], [-1.60866, -1.38141, 0.46926], [2.02438, 2.27555, -0.70657], [0.68522, 2.77921, -0.13251], [2.73079, -0.07908, -0.42514], [0.84838, -2.41886, -0.66364], [-2.29580, 0.77472, 1.56909], [-2.83687, 0.33894, -0.28408], [-2.26642, -2.06835, -0.18240], [-1.11310, -1.77701, 1.38569]],
  "smiles": "Nc1ccn2c1CC2",
  "orbital_gap_ev": 8.392,
  "total_charge": 0
}

---

Energy relative to the most stable one, in eV: P 0.000; Q 3.533; R 1.810

---

P:
{
  "formula": "C6H8N2",
  "method": "the ωB97M-V functional and the def2-TZVPD basis",
  "symbols": ["C", "C", "C", "C", "C", "N", "C", "N", "H", "H", "H", "H", "H", "H", "H", "H"],
  "positions_angstrom": [[1.18903, 1.25943, 0.01047], [-0.07008, 1.46804, -0.09723], [-1.22057, 0.71258, -0.36428], [-1.85170, -0.11035, 0.81526], [-1.20469, -0.82351, -0.34949], [0.06280, -1.64991, -0.26762], [1.26960, -1.16789, 0.15646], [1.80542, 0.03380, 0.11081], [1.65618, 2.38204, -0.03613], [-0.38976, 2.56251, -0.33869], [-1.91424, 1.14037, -1.17037], [-2.91555, -0.15713, 1.00855], [-1.13662, 0.18095, 1.56107], [-1.88747, -0.97090, -1.36482], [2.14275, -1.84304, 0.01559], [2.69769, -0.01191, 0.39527]],
  "smiles": "C1=C[C@@H]2C[C@@H]2N=CN1",
  "orbital_gap_ev": 8.554,
  "total_charge": 0
}

---

Q:
{
  "formula": "C6H8N2",
  "method": "the ωB97M-V functional and the def2-TZVPD basis",
  "symbols": ["C", "C", "C", "C", "C", "C", "N", "N", "H", "H", "H", "H", "H", "H", "H", "H"],
  "positions_angstrom": [[2.04908, 3.95062, 0.69160], [0.17707, 1.43933, 1.90401], [0.93428, 4.62742, 1.08642], [1.08508, -1.09675, 0.09799], [-0.96716, 0.01988, -0.86490], [-0.28525, -0.53937, 0.34095], [0.76909, 3.41175, 0.59405], [-0.05139, 0.57657, 1.16633], [0.23558, 5.25621, 1.56956], [1.45309, -1.68911, 1.00565], [1.34546, -1.84331, -0.72796], [1.84547, -0.29530, -0.09303], [-1.94554, 0.44761, -0.63296], [-1.12457, -0.91825, -1.56605], [-0.36022, 0.85558, -1.32240], [-0.90415, -1.24411, 0.84351]],
  "orbital_gap_ev": 9.923,
  "total_charge": 0
}

---

R:
{
  "formula": "C6H8N2",
  "method": "the ωB97M-V functional and the def2-TZVPD basis",
  "symbols": ["C", "C", "C", "C", "C", "C", "N", "N", "H", "H", "H", "H", "H", "H", "H", "H"],
  "positions_angstrom": [[-4.19762, 0.54222, -0.16812], [-3.02536, 0.65041, 0.14700], [-1.71333, 0.63527, 0.68093], [-0.58369, 1.49116, 0.33664], [0.58547, 0.51743, 0.17401], [1.23181, -1.82376, -0.28424], [-0.98039, -1.02985, -0.31794], [0.24187, -0.79515, -0.25079], [-5.13286, 0.63543, -0.45227], [-0.92089, 1.97108, -0.63121], [-0.23384, 2.22714, 1.08209], [1.30726, 1.07708, -0.47680], [1.06960, 0.50320, 1.15145], [0.68296, -2.70348, -0.79834], [2.18338, -1.49600, -0.72790], [1.33934, -2.12408, 0.73834]],
  "orbital_gap_ev": [6.857, 6.859],
  "total_charge": 0
}

---

Energy relative to the most stable one, in eV: P 0.000; Q 1.475; R 3.065

---

P:
{
  "formula": "C6H8N2",
  "method": "the ωB97M-V functional and the def2-TZVPD basis",
  "symbols": ["C", "N", "C", "C", "N", "C", "C", "C", "H", "H", "H", "H", "H", "H", "H", "H"],
  "positions_angstrom": [[-2.51975, -0.27542, -0.14881], [-1.73048, -1.29763, -0.15994], [-0.37736, -0.86289, -0.00453], [-0.40873, 0.48279, 0.10680], [-1.76844, 0.91160, -0.03970], [0.90355, 1.19674, 0.03674], [1.79607, -0.06927, -0.32429], [0.93565, -1.37830, 0.10575], [-3.66489, -0.14673, 0.05657], [-2.03763, 1.84642, 0.17025], [1.10987, 1.50074, 1.01254], [0.70958, 1.99270, -0.74665], [1.96132, -0.00325, -1.41909], [2.68738, -0.06684, 0.26452], [1.35327, -2.41709, -0.18915], [1.05059, -1.41358, 1.27898]],
  "smiles": "c1nc2c([nH]1)CCC2",
  "orbital_gap_ev": 9.004,
  "total_charge": 0
}

---

Q:
{
  "formula": "C6H8N2",
  "method": "the ωB97M-V functional and the def2-TZVPD basis",
  "symbols": ["C", "C", "C", "C", "N", "N", "C", "C", "H", "H", "H", "H", "H", "H", "H", "H"],
  "positions_angstrom": [[1.50026, -0.60502, 0.04403], [1.61222, 0.54448, 0.74246], [0.52720, 1.43229, 1.19007], [-0.48413, 1.28659, 0.15146], [-1.36586, 0.35331, 0.29045], [-1.69959, -0.23524, -0.92619], [-0.83828, -1.12021, -1.22562], [0.34128, -1.51940, -0.33081], [2.47061, -1.09261, -0.17056], [2.64632, 0.84596, 0.93821], [0.18017, 1.09410, 2.18568], [0.86272, 2.49857, 1.22011], [-0.27659, 1.70089, -0.86096], [-0.99887, -1.64545, -2.14959], [-0.12630, -1.89065, 0.63062], [0.74880, -2.44969, -0.77288]],
  "smiles": "C1=C\\C/C=N/N=C\\C/1",
  "orbital_gap_ev": 9.970,
  "total_charge": 0
}

---

R:
{
  "formula": "C6H8N2",
  "method": "the ωB97M-V functional and the def2-TZVPD basis",
  "symbols": ["C", "C", "N", "C", "C", "C", "N", "C", "H", "H", "H", "H", "H", "H", "H", "H"],
  "positions_angstrom": [[-1.12233, 0.87925, -0.75311], [-0.30604, -0.03150, -1.31597], [-0.28340, -1.15199, -0.46302], [0.61604, -2.27752, -0.10604], [0.91055, -0.91248, 0.48553], [0.30013, 0.15470, 1.32551], [0.46464, 1.27564, 0.75160], [-0.56982, 2.06435, 0.05241], [-1.88864, 0.40502, -0.09806], [0.56448, 0.18159, -1.96566], [1.33477, -2.68567, -0.81228], [-0.02800, -2.90993, 0.53010], [1.84032, -0.47632, 0.09689], [-0.62898, -0.05122, 1.90687], [-0.15247, 2.89324, -0.58155], [-1.28127, 2.51689, 0.77370]],
  "smiles": "C1=CN2C[C@@H]2C=NC1",
  "orbital_gap_ev": 9.185,
  "total_charge": 0
}

---

S:
{
  "formula": "C6H8N2",
  "method": "the ωB97M-V functional and the def2-TZVPD basis",
  "symbols": ["C", "C", "C", "C", "C", "C", "H", "H", "H", "H", "H", "H", "H", "H", "N", "N"],
  "positions_angstrom": [[0.46311, 2.12663, 0.39190], [-0.15767, 0.95269, 0.08201], [-1.55055, 0.66561, -0.37737], [-1.89003, -0.69347, -0.28216], [-0.67330, -1.47472, 0.36733], [1.65867, -0.87496, -0.00006], [1.54727, 2.03938, 0.12987], [-0.29079, 2.89970, 0.45503], [-2.18415, 1.51614, -0.66272], [-2.82782, -1.07779, -0.47175], [-0.76203, -1.71639, 1.50321], [-0.36194, -2.52954, -0.15091], [1.78506, -1.79231, 0.60221], [2.13061, 0.57574, -1.12193], [0.41116, -0.33740, -0.11544], [2.70237, -0.27933, -0.34922]],
  "orbital_gap_ev": 8.960,
  "total_charge": 0
}

---

Energy relative to the most stable one, in eV: P 0.000; Q 1.303; R 5.382; S 2.995

---

P:
{
  "formula": "C6H8N2",
  "method": "the ωB97M-V functional and the def2-TZVPD basis",
  "symbols": ["C", "N", "C", "C", "C", "C", "N", "C", "H", "H", "H", "H", "H", "H", "H", "H"],
  "positions_angstrom": [[-1.76206, 0.79022, -2.01546], [-1.30492, 1.01462, -0.87189], [-0.80348, -0.05576, -0.01961], [-1.48848, -1.18114, 0.19102], [0.46388, 0.29662, 0.58829], [1.03817, 1.50062, 0.56275], [1.04208, -0.82818, 1.31234], [2.25013, -1.13628, 1.19886], [-1.78793, -0.19776, -2.48844], [-2.19619, 1.61291, -2.57079], [-2.44338, -1.34751, -0.27932], [-1.12761, -1.91900, 0.88485], [1.97020, 1.68329, 1.07137], [0.54922, 2.32948, 0.08306], [2.95693, -0.63208, 0.53051], [2.64344, -1.93006, 1.82244]],
  "smiles": "C=NC(=C)C(=C)N=C",
  "orbital_gap_ev": 9.515,
  "total_charge": 0
}

---

Q:
{
  "formula": "C6H8N2",
  "method": "the ωB97M-V functional and the def2-TZVPD basis",
  "symbols": ["C", "C", "C", "C", "C", "C", "H", "H", "H", "H", "H", "H", "H", "H", "N", "N"],
  "positions_angstrom": [[0.94159, 0.64393, -1.39599], [-1.66849, 0.26534, -0.58517], [-0.93709, -0.69024, 1.36231], [1.63968, -0.23042, 0.59838], [0.22946, -0.57483, 0.42715], [-0.22176, 0.58863, -0.46848], [2.94623, 0.39021, -0.86966], [1.12301, 1.40779, -2.15188], [-2.43358, 0.84728, -1.07757], [-2.92058, -0.45447, 0.88392], [-1.09930, -1.42999, 2.14861], [2.36984, -0.76980, 1.15937], [0.16545, -1.46008, -0.25478], [-0.13932, 1.48477, 0.22646], [1.96205, 0.30365, -0.59345], [-1.95720, -0.32177, 0.59078]],
  "orbital_gap_ev": 7.619,
  "total_charge": 0
}

---

Energy relative to the most stable one, in eV: P 0.000; Q 2.265

---

P:
{
  "formula": "C6H8N2",
  "method": "the ωB97M-V functional and the def2-TZVPD basis",
  "symbols": ["C", "C", "C", "C", "C", "C", "H", "H", "H", "H", "H", "H", "H", "H", "N", "N"],
  "positions_angstrom": [[-2.74905, -0.01030, -0.50510], [-1.31086, 0.43035, -0.42416], [-0.30386, -0.34385, -1.03213], [0.93263, -0.66306, -1.02542], [1.81968, -0.31674, 0.15032], [0.16121, 1.03985, 1.27504], [-3.11264, -0.90307, -1.19233], [-3.46849, 0.24391, 0.19119], [-0.71115, -0.87851, -1.98814], [1.52744, -1.14749, -1.88600], [2.11644, -1.34667, 0.74243], [2.91656, 0.00481, -0.23986], [1.69905, 0.24339, 2.14733], [0.18718, 1.68083, 2.10917], [1.34898, 0.80525, 0.91310], [-1.05312, 1.16129, 0.76455]],
  "orbital_gap_ev": 7.611,
  "total_charge": 0
}

---

Q:
{
  "formula": "C6H8N2",
  "method": "the ωB97M-V functional and the def2-TZVPD basis",
  "symbols": ["C", "C", "C", "N", "H", "H", "H", "H", "H", "C", "C", "C", "N", "H", "H", "H"],
  "positions_angstrom": [[-0.44233, -0.37247, 0.06846], [-1.67082, 0.32194, 0.51852], [-2.78215, 0.36168, -0.20287], [0.20805, -1.16114, 0.96951], [0.17737, -0.78700, 1.91575], [-0.52205, -0.84143, -0.91115], [-1.59529, 0.85592, 1.45977], [-2.85662, -0.13064, -1.16527], [-3.65185, 0.91158, 0.13042], [2.12748, 0.28183, -0.82457], [2.58226, -0.70011, -0.15041], [0.75947, 1.02081, -0.37450], [0.50624, 2.15455, -0.19072], [2.44157, 0.76982, -1.73655], [3.42624, -1.36508, -0.18956], [1.29242, -1.32026, 0.68317]],
  "orbital_gap_ev": [7.630, 7.042],
  "total_charge": 0
}

---

Energy relative to the most stable one, in eV: P 0.977; Q 0.000